<A>
{"formula": "C23H42Cl3HfN8S3Si", "method": "ωB97M-V with the def2-TZVPD basis set", "species": ["Hf", "C", "C", "S", "C", "C", "S", "C", "C", "S", "H", "H", "H", "H", "H", "H", "H", "H", "H", "H", "H", "H", "C", "N", "C", "C", "N", "N", "C", "N", "N", "H", "H", "H", "H", "H", "H", "H", "H", "H", "H", "H", "C", "N", "C", "C", "C", "C", "C", "C", "C", "C", "H", "H", "H", "H", "H", "H", "H", "H", "H", "H", "H", "H", "H", "C", "C", "N", "C", "C", "N", "H", "H", "H", "H", "H", "H", "Cl", "Si", "Cl", "Cl"], "positions_angstrom": [[-13.004, -5.236, 10.526], [-11.357, -2.635, 12.615], [-12.404, -1.706, 12.086], [-13.412, -2.269, 10.715], [-15.116, -1.949, 11.270], [-15.488, -2.761, 12.530], [-15.001, -4.544, 12.449], [-14.378, -4.700, 14.165], [-13.016, -4.064, 14.514], [-11.781, -4.271, 13.150], [-10.918, -2.028, 13.417], [-10.544, -2.770, 11.900], [-11.834, -0.818, 11.680], [-13.120, -1.279, 12.781], [-15.754, -2.131, 10.425], [-15.229, -0.949, 11.557], [-16.497, -2.839, 12.587], [-15.086, -2.359, 13.415], [-14.252, -5.785, 14.274], [-15.123, -4.383, 14.873], [-12.600, -4.589, 15.425], [-13.106, -2.997, 14.787], [-9.249, -3.944, 6.337], [-10.431, -3.536, 7.144], [-11.029, -2.260, 6.874], [-10.822, -4.324, 8.167], [-11.911, -4.188, 8.873], [-9.946, -5.303, 8.519], [-9.916, -5.968, 9.729], [-8.756, -6.560, 9.964], [-10.851, -5.945, 10.623], [-9.408, -3.455, 5.316], [-9.194, -5.023, 6.112], [-8.337, -3.604, 6.851], [-10.239, -1.486, 6.815], [-11.730, -1.974, 7.684], [-11.607, -2.220, 5.954], [-12.423, -3.371, 8.602], [-9.132, -5.475, 7.950], [-7.970, -6.278, 9.370], [-8.592, -7.010, 10.792], [-10.686, -6.536, 11.445], [-18.624, -7.770, 9.529], [-17.120, -7.616, 9.839], [-16.409, -7.890, 8.589], [-16.764, -6.310, 10.621], [-16.457, -5.089, 9.716], [-17.521, -4.306, 9.306], [-17.321, -3.200, 8.489], [-16.035, -2.902, 8.041], [-14.979, -3.694, 8.449], [-15.114, -4.759, 9.361], [-18.696, -8.809, 9.316], [-18.906, -7.219, 8.639], [-19.204, -7.511, 10.370], [-16.968, -8.382, 10.525], [-16.839, -7.359, 7.745], [-16.532, -8.924, 8.330], [-15.431, -7.571, 8.755], [-15.878, -6.528, 11.110], [-17.580, -6.239, 11.290], [-18.506, -4.514, 9.668], [-18.106, -2.499, 8.184], [-15.897, -2.122, 7.295], [-14.075, -3.512, 7.978], [-13.800, -6.049, 6.631], [-13.021, -7.045, 7.499], [-12.733, -7.019, 8.811], [-11.974, -8.158, 9.099], [-11.796, -8.851, 7.996], [-12.429, -8.147, 7.000], [-13.868, -6.463, 5.651], [-13.352, -5.063, 6.673], [-14.788, -5.987, 7.150], [-11.642, -8.450, 10.091], [-11.278, -9.769, 7.791], [-12.534, -8.444, 6.039], [-11.724, -8.168, 12.928], [-13.528, -7.652, 12.135], [-14.278, -9.307, 11.121], [-14.806, -8.007, 13.763]], "mulliken_charge": [-1.45, -0.85, -0.92, 0.42, -0.70, -1.62, 0.49, -0.60, -0.84, 0.19, 0.59, 0.33, 0.51, 0.57, -0.06, 0.77, 0.85, 0.63, -0.19, 0.65, 0.54, 0.44, -1.19, 0.17, -1.01, 0.52, 0.50, -0.02, 0.55, -0.35, -0.11, 0.37, 0.49, 0.36, 0.43, 0.31, 0.35, -0.55, 0.15, 0.21, 0.20, -0.03, -0.95, 0.01, -0.79, -0.50, 0.41, -0.39, -1.24, -1.07, -0.59, 2.77, 0.49, 0.37, 0.35, 0.42, 0.39, 0.54, 0.00, -1.02, 0.71, 0.65, 0.39, 0.49, 0.57, -0.49, -0.15, 1.20, -0.73, -0.94, 0.01, 0.62, -0.12, -0.11, 0.29, 0.46, 0.25, -0.34, 0.57, -0.30, -0.30], "homo_lumo_gap_ev": 8.326, "homo_energy_ev": -16.35, "total_charge": 3}

<B>
{"formula": "C23H42Cl3HfN8S3Si", "method": "ωB97M-V with the def2-TZVPD basis set", "species": ["Hf", "C", "C", "S", "C", "C", "S", "C", "C", "S", "H", "H", "H", "H", "H", "H", "H", "H", "H", "H", "H", "H", "C", "N", "C", "C", "N", "N", "C", "N", "N", "H", "H", "H", "H", "H", "H", "H", "H", "H", "H", "H", "C", "N", "C", "C", "C", "C", "C", "C", "C", "C", "H", "H", "H", "H", "H", "H", "H", "H", "H", "H", "H", "H", "H", "C", "C", "N", "C", "C", "N", "H", "H", "H", "H", "H", "H", "Cl", "Si", "Cl", "Cl"], "positions_angstrom": [[0.742, -0.468, -0.016], [-2.411, 1.720, -0.487], [-2.597, 3.198, -0.235], [-1.644, 3.721, 1.257], [-0.882, 5.309, 0.706], [-0.134, 5.375, -0.585], [1.122, 4.109, -0.647], [0.830, 3.425, -2.317], [-0.426, 2.537, -2.472], [-0.754, 1.233, -1.199], [-2.493, 1.196, 0.463], [-3.102, 1.365, -1.219], [-2.401, 3.876, -1.070], [-3.661, 3.432, 0.075], [-1.623, 6.084, 0.767], [-0.084, 5.567, 1.454], [-0.714, 5.156, -1.430], [0.225, 6.382, -0.777], [0.921, 4.278, -3.034], [1.689, 2.816, -2.461], [-1.267, 3.207, -2.431], [-0.506, 2.059, -3.496], [4.613, 2.862, 2.545], [3.208, 2.551, 2.190], [2.315, 3.588, 2.645], [2.845, 1.425, 1.659], [1.656, 1.210, 1.129], [3.696, 0.309, 1.895], [3.593, -0.968, 1.465], [4.685, -1.724, 1.730], [2.564, -1.525, 0.829], [4.873, 3.807, 2.122], [5.274, 2.148, 2.050], [4.722, 2.926, 3.626], [2.465, 4.555, 2.055], [2.564, 3.886, 3.638], [1.294, 3.231, 2.598], [1.214, 2.096, 0.797], [4.512, 0.501, 2.508], [5.532, -1.349, 2.157], [4.815, -2.616, 1.184], [2.802, -2.396, 0.392], [-4.424, -4.538, -0.839], [-2.963, -3.909, -0.556], [-2.565, -4.458, 0.813], [-2.934, -2.437, -0.653], [-2.471, -1.724, 0.633], [-3.486, -1.590, 1.558], [-3.340, -0.971, 2.784], [-2.082, -0.352, 3.017], [-1.125, -0.409, 2.035], [-1.262, -1.118, 0.793], [-4.394, -5.563, -0.587], [-4.763, -4.338, -1.828], [-5.077, -4.054, -0.127], [-2.333, -4.345, -1.195], [-3.363, -4.310, 1.506], [-1.615, -4.040, 1.096], [-2.425, -5.582, 0.674], [-3.913, -2.084, -0.926], [-2.269, -2.140, -1.462], [-4.473, -1.897, 1.364], [-4.140, -1.020, 3.558], [-1.901, 0.124, 3.926], [-0.349, 0.172, 2.276], [-0.139, -1.984, -3.567], [0.289, -2.932, -2.425], [0.640, -2.591, -1.190], [1.059, -3.752, -0.587], [0.918, -4.792, -1.436], [0.372, -4.261, -2.576], [-0.651, -1.102, -3.075], [-0.754, -2.527, -4.319], [0.821, -1.671, -4.102], [1.403, -3.619, 0.395], [1.011, -5.873, -1.307], [0.376, -4.709, -3.502], [3.707, -1.723, -2.182], [2.509, 0.023, -2.198], [3.904, 1.632, -1.646], [2.130, 0.364, -4.200]], "mulliken_charge": [1.43, -0.70, -0.92, -0.09, -0.74, -0.99, 0.12, -0.57, -1.33, 0.52, -0.03, 0.59, 0.53, 0.52, 0.56, 0.34, 0.46, 0.52, 0.62, -0.16, 0.66, 0.58, -1.29, 0.11, -1.05, 0.60, 0.44, -0.11, 0.31, -0.44, -0.35, 0.38, 0.49, 0.39, 0.26, 0.46, 0.32, -0.73, 0.33, 0.20, 0.24, 0.08, -0.87, 0.23, -1.06, -1.25, 1.37, -0.68, -0.73, -1.39, -0.99, 0.15, 0.41, 0.37, 0.37, 0.38, 0.51, 0.33, 0.40, 0.47, -0.08, 0.53, 0.42, 0.63, 1.15, -0.98, -0.30, 0.91, -0.70, -1.25, 0.03, 0.14, 0.51, 0.12, 0.82, 0.40, 0.31, -0.30, 0.61, -0.33, -0.27], "homo_lumo_gap_ev": 6.931, "homo_energy_ev": -15.38, "total_charge": 3}

Stability, lowest: <B>

<A>
{"formula": "C7H15N", "method": "ωB97M-V with the def2-TZVPD basis set", "species": ["C", "C", "C", "C", "C", "C", "C", "N", "H", "H", "H", "H", "H", "H", "H", "H", "H", "H", "H", "H", "H", "H", "H"], "positions_angstrom": [[0.184, -1.117, -2.015], [0.620, -0.243, -0.839], [0.626, -0.850, 0.486], [-0.391, 0.273, 0.338], [0.130, 1.538, 1.069], [-1.735, 0.247, 0.087], [-2.619, -0.760, 0.690], [3.024, 0.919, 0.166], [1.018, -1.233, -2.708], [-0.644, -0.640, -2.556], [-0.240, -2.056, -1.682], [1.315, 0.535, -1.120], [0.191, -1.800, 0.776], [1.534, -0.561, 1.010], [0.118, 1.273, 2.129], [1.107, 1.826, 0.693], [-0.599, 2.358, 1.010], [-2.146, 1.112, -0.432], [-2.338, -1.804, 0.600], [-3.664, -0.711, 0.377], [-2.748, -0.554, 1.762], [3.890, 0.577, 0.601], [3.367, 1.670, -0.440]], "mulliken_charge": [-1.43, 0.35, -0.88, 1.14, -1.36, -0.46, -1.19, -0.68, 0.42, 0.30, 0.30, 0.27, 0.28, 0.24, 0.29, 0.38, 0.42, 0.46, 0.33, 0.38, 0.32, 0.04, 0.06], "homo_lumo_gap_ev": 4.179, "homo_energy_ev": -5.98}

<B>
{"formula": "C7H15N", "method": "ωB97M-V with the def2-TZVPD basis set", "species": ["C", "C", "C", "N", "H", "H", "H", "H", "H", "H", "H", "C", "C", "C", "C", "H", "H", "H", "H", "H", "H", "H", "H"], "positions_angstrom": [[2.034, -2.650, 0.256], [0.811, -1.861, 0.614], [-0.400, -2.152, 0.082], [1.023, -0.880, 1.578], [2.468, -3.290, 1.055], [2.811, -1.955, -0.168], [1.805, -3.338, -0.578], [-1.337, -1.722, 0.306], [-0.350, -2.986, -0.651], [1.987, -0.658, 1.802], [0.298, -0.348, 2.053], [-0.511, 2.192, 0.736], [-0.955, 2.005, -0.689], [-1.423, 2.971, -1.506], [-0.828, 0.599, -1.241], [-0.950, 1.328, 1.436], [-0.993, 3.124, 1.050], [0.576, 2.204, 0.934], [-1.560, 2.619, -2.529], [-1.758, 3.949, -1.200], [-0.901, 0.544, -2.346], [-1.674, 0.006, -0.884], [0.057, 0.053, -0.832]], "mulliken_charge": [-1.33, 0.81, -1.06, -0.39, 0.32, 0.32, 0.34, 0.48, 0.16, 0.16, 0.19, -0.83, 0.81, -0.95, -0.79, 0.03, 0.34, 0.26, 0.26, 0.30, 0.33, 0.16, 0.04], "homo_lumo_gap_ev": 8.890, "homo_energy_ev": -7.99, "smiles": "C=C(C)C.C=C(C)N"}

<C>
{"formula": "C7H15N", "method": "ωB97M-V with the def2-TZVPD basis set", "species": ["C", "C", "C", "C", "C", "C", "N", "C", "H", "H", "H", "H", "H", "H", "H", "H", "H", "H", "H", "H", "H", "H", "H"], "positions_angstrom": [[-0.465, 0.402, -0.723], [1.494, -0.201, 0.914], [-1.993, 0.299, -0.731], [0.130, -0.598, -1.708], [1.438, -1.688, 1.272], [0.123, 0.376, 0.674], [0.069, 1.766, -1.088], [-0.601, 0.776, 1.742], [-0.194, 1.977, -2.046], [-0.273, 2.506, -0.484], [2.124, -0.051, 0.038], [1.953, 0.335, 1.747], [-2.313, -0.493, -0.056], [-2.365, 0.104, -1.740], [-2.445, 1.232, -0.385], [-0.139, -1.605, -1.420], [-0.271, -0.408, -2.710], [1.208, -0.514, -1.782], [-1.577, 1.214, 1.660], [-0.180, 0.743, 2.731], [0.992, -2.268, 0.468], [2.442, -2.068, 1.455], [0.843, -1.838, 2.171]], "mulliken_charge": [2.05, -1.05, -1.75, -1.78, -1.03, 0.28, -0.70, -1.23, 0.25, 0.29, 0.35, 0.44, 0.38, 0.40, 0.34, 0.34, 0.48, 0.38, 0.27, 0.36, 0.28, 0.36, 0.30], "homo_lumo_gap_ev": 10.046, "homo_energy_ev": -9.04, "smiles": "C=C(CC)C(C)(C)N"}

Stability, lowest: <A>

<A>
{"formula": "C4H18NO3", "method": "ωB97M-V with the def2-TZVPD basis set", "species": ["C", "C", "C", "C", "N", "H", "H", "H", "H", "H", "H", "H", "H", "H", "H", "H", "H", "H", "H", "O", "H", "H", "O", "H", "H", "O"], "positions_angstrom": [[0.227, -0.930, 0.266], [-0.024, -0.517, 1.757], [-0.087, -1.752, 2.606], [1.139, 0.391, 2.192], [0.258, 0.305, -0.613], [1.233, -1.341, 0.206], [-0.541, -1.656, 0.017], [-0.932, 0.084, 1.629], [-0.950, -2.381, 2.377], [0.794, -2.396, 2.530], [-0.124, -1.533, 3.673], [2.061, -0.159, 1.995], [0.972, 0.677, 3.228], [1.263, 1.341, 1.663], [1.200, 0.475, -0.950], [-0.266, -0.037, -1.420], [-0.176, 1.172, -0.319], [0.357, 2.966, -2.489], [-0.538, 2.073, -3.407], [-0.181, 2.151, -2.507], [-4.350, -3.449, -2.501], [-4.641, -3.244, -1.009], [-4.044, -2.983, -1.718], [2.345, 3.083, -3.053], [2.879, 3.985, -1.825], [2.124, 3.677, -2.328]], "mulliken_charge": [-0.91, 0.50, -1.53, -1.29, -0.26, 0.34, 0.43, 0.30, 0.40, 0.38, 0.40, 0.34, 0.39, 0.36, 0.36, 0.38, 0.38, 0.36, 0.29, -0.60, 0.33, 0.33, -0.65, 0.33, 0.32, -0.66], "homo_lumo_gap_ev": 10.917, "homo_energy_ev": -13.99, "total_charge": 1}

<B>
{"formula": "C4H18NO3", "method": "ωB97M-V with the def2-TZVPD basis set", "species": ["C", "C", "C", "C", "N", "H", "H", "H", "H", "H", "H", "H", "H", "H", "H", "H", "H", "H", "H", "O", "H", "H", "O", "H", "H", "O"], "positions_angstrom": [[0.354, -1.888, -0.648], [-0.835, -1.001, -1.122], [-2.135, -0.956, -0.289], [-2.016, -0.329, 1.090], [1.025, -1.026, 0.451], [0.099, -2.830, -0.165], [0.995, -2.000, -1.523], [-0.431, 0.002, -1.283], [-1.093, -1.426, -2.115], [-3.048, -0.767, -0.863], [-2.424, -2.015, -0.135], [-1.798, -1.032, 1.903], [-2.958, 0.152, 1.425], [-1.264, 0.485, 1.122], [2.029, -1.202, 0.377], [0.588, -1.083, 1.367], [0.925, -0.028, 0.212], [2.382, 0.272, -2.146], [3.694, -0.473, -1.952], [2.815, -0.365, -1.575], [0.948, 3.765, 2.567], [1.745, 3.217, 1.280], [1.719, 3.864, 1.988], [-0.215, 2.837, -0.422], [-0.959, 1.851, 0.476], [-0.140, 1.977, -0.019]], "mulliken_charge": [-0.49, -0.73, -0.37, -1.05, -0.23, 0.41, 0.34, 0.37, 0.40, 0.42, 0.32, 0.34, 0.27, 0.12, 0.38, 0.34, 0.15, 0.29, 0.30, -0.57, 0.32, 0.30, -0.62, 0.29, 0.31, -0.60], "homo_lumo_gap_ev": 11.003, "homo_energy_ev": -14.03, "total_charge": 1}

Stability, lowest: <B>

<A>
{"formula": "C3H8FNS", "method": "ωB97M-V with the def2-TZVPD basis set", "species": ["C", "C", "C", "H", "H", "H", "H", "H", "H", "H", "H", "N", "F", "S"], "positions_angstrom": [[1.056, -0.329, 0.454], [-0.308, 0.245, -0.389], [-1.569, -0.651, 0.060], [2.611, -0.593, -1.326], [2.540, 1.183, -0.439], [0.706, -1.557, 0.663], [1.321, 0.124, 1.566], [0.013, -0.223, -1.295], [-2.046, 2.049, 0.219], [-1.456, -1.673, -0.193], [-1.738, -0.459, 1.160], [2.261, 0.105, -0.255], [-2.858, -0.084, -0.248], [-0.533, 1.864, 0.023]], "mulliken_charge": [-0.57, 0.24, -0.70, 0.26, 0.26, 0.25, 0.27, 0.32, 0.17, 0.38, 0.32, -0.58, -0.31, -0.32], "homo_lumo_gap_ev": 9.291, "homo_energy_ev": -8.61}

<B>
{"formula": "C3H8FNS", "method": "ωB97M-V with the def2-TZVPD basis set", "species": ["C", "C", "C", "N", "F", "S", "H", "H", "H", "H", "H", "H", "H", "H"], "positions_angstrom": [[1.356, 0.719, 0.369], [0.519, -1.192, -0.757], [-1.000, 0.298, 0.329], [0.207, -0.187, 0.240], [-1.397, 1.585, -1.017], [-2.263, -0.912, 0.580], [1.238, 1.737, 0.003], [1.568, 1.019, 1.416], [2.286, 0.185, 0.172], [0.513, -0.763, -1.729], [1.582, -1.578, -0.609], [-0.200, -2.023, -0.703], [-1.178, 1.159, 0.974], [-3.231, -0.047, 0.733]], "mulliken_charge": [-1.00, -0.97, 0.23, 0.08, -0.60, -0.19, 0.36, 0.34, 0.33, 0.39, 0.29, 0.34, 0.24, 0.16], "homo_lumo_gap_ev": 10.451, "homo_energy_ev": -9.79}

Stability, lowest: <A>